No. 1
A single CH3NO2S molecule. Source: OMol25; level of theory: wB97M-V/def2-TZVPD.

CARTESIAN COORDINATES (ANGSTROEM)
1 C 0.9043 0.0213 -0.1417
2 O -0.7294 0.5351 -0.0880
3 N -1.6097 -0.6329 -0.2784
4 O -0.8404 -1.7806 0.1796
5 S 0.6290 -1.7528 -0.5476
6 H 1.2246 0.7662 -0.8764
7 H 0.9729 0.2213 0.8446
8 H -2.1761 -0.4687 0.5106

Forces on atoms 1 to 3 (eV/Å):
-5.15 -0.19 -2.71
1.75 -1.73 -0.58
2.16 0.73 -1.56

## Properties
Frontier orbital gap: 9.5 eV
LUMO energy: 0.39 eV
Largest force on an atom: 5.82 eV/Å
Energy above the lowest of the compared OMol25 structures with the same formula, charge and spin: 487.45 kJ/mol
Molar mass: 93.107 Da

No. 2
A single CH3NO2S molecule. Source: OMol25; level of theory: wB97M-V/def2-TZVPD.

CARTESIAN COORDINATES (ANGSTROEM)
1 O 2.1431 -1.6697 1.0202
2 N 1.2949 -0.8404 0.7999
3 S -0.2871 -1.1346 0.6610
4 C -0.9060 0.5479 -0.1715
5 O -0.3148 0.6914 -1.3869
6 H -1.9927 0.4876 -0.3272
7 H -0.5668 1.3262 0.6275
8 H 0.6295 0.5915 -1.2231

Forces on atoms 1 to 3 (eV/Å):
-0.91 -0.53 0.32
2.33 2.32 -0.73
-2.95 -0.84 -0.42

## Properties
Frontier orbital gap: 8.7 eV
LUMO energy: -0.21 eV
Largest force on an atom: 3.38 eV/Å
Energy above the lowest of the compared OMol25 structures with the same formula, charge and spin: 277.91 kJ/mol
Molar mass: 93.107 Da

No. 3
A single CH3NO2S molecule. Source: OMol25; level of theory: wB97M-V/def2-TZVPD.

CARTESIAN COORDINATES (ANGSTROEM)
1 C -1.2299 0.2187 -0.0059
2 S 0.3247 1.1408 0.1007
3 N 1.5694 -0.1379 0.0298
4 O 1.0729 -1.3889 0.0874
5 O 2.7226 0.1030 -0.0547
6 H -1.2558 -0.1673 -0.9330
7 H -2.1707 0.8603 0.0438
8 H -1.0334 -0.6287 0.7318

Forces on atoms 1 to 3 (eV/Å):
0.38 0.11 3.31
0.45 0.98 -0.06
-3.07 -5.59 0.23

## Properties
Frontier orbital gap (spin up / spin down): 10.1 / 10.1 eV
LUMO energy (spin up / spin down): -0.23 / -0.23 eV
Largest force on an atom: 6.38 eV/Å
Energy above the lowest of the compared OMol25 structures with the same formula, charge and spin: 350.85 kJ/mol
Molar mass: 93.107 Da

No. 4
2 unconnected molecules or ions with the total composition CH3NO2S. Source: OMol25; level of theory: wB97M-V/def2-TZVPD.

CARTESIAN COORDINATES (ANGSTROEM)
1 C 0.0351 0.2807 -0.0976
2 N 0.4963 1.4707 -0.5761
3 O 3.9830 0.3004 1.0134
4 O 2.5208 -0.9006 -0.6235
5 S 3.4912 0.1087 -0.3589
6 H -1.0464 -0.1670 -0.3540
7 H 0.0465 0.3530 1.0620
8 H 0.6365 -0.5910 -0.4305

Forces on atoms 1 to 3 (eV/Å):
-1.87 -1.77 1.40
-0.29 0.04 -0.41
-1.00 -0.48 -2.36

## Properties
Frontier orbital gap (spin up / spin down): 8.3 / 8.2 eV
LUMO energy (spin up / spin down): -1.34 / -1.49 eV
Largest force on an atom: 2.93 eV/Å
Energy above the lowest of the compared OMol25 structures with the same formula, charge and spin: 416.70 kJ/mol
Molar mass: 93.107 Da

No. 5
2 unconnected molecules or ions with the total composition CH3NO2S. Source: OMol25; level of theory: wB97M-V/def2-TZVPD.

CARTESIAN COORDINATES (ANGSTROEM)
1 C -0.1318 -0.5876 -1.1201
2 N 0.2680 1.0177 0.8259
3 O 1.4630 0.9270 0.8485
4 O -0.4245 0.3969 -0.0433
5 S -0.9874 0.6905 3.5178
6 H 0.6723 -1.1673 -0.7739
7 H 0.1873 -0.1368 -2.0789
8 H -1.0469 -1.1404 -1.1761

Forces on atoms 1 to 3 (eV/Å):
1.02 1.38 0.35
2.51 1.24 2.05
-0.90 -0.50 -0.79

## Properties
Frontier orbital gap (spin up / spin down): 7.3 / 7.3 eV
LUMO energy (spin up / spin down): -2.32 / -2.35 eV
Largest force on an atom: 3.85 eV/Å
Energy above the lowest of the compared OMol25 structures with the same formula, charge and spin: 592.80 kJ/mol
Molar mass: 93.107 Da

No. 6
A molecular structure, CH3NO2S. Source: OMol25; level of theory: wB97M-V/def2-TZVPD.

CARTESIAN COORDINATES (ANGSTROEM)
1 C -0.9094 -1.1561 0.0872
2 N 0.5474 0.6831 -0.7713
3 O -1.9468 -1.1341 -0.4507
4 O 0.7434 0.1068 1.6592
5 S -0.2604 1.0311 0.7039
6 H 0.7085 -0.7463 1.2762
7 H 0.1496 -0.1874 -1.1537
8 H 0.9677 1.4028 -1.3509

Forces on atoms 1 to 3 (eV/Å):
-4.67 -1.08 -1.79
-1.10 0.31 1.01
3.08 -0.58 1.61

## Properties
Frontier orbital gap: 9.6 eV
LUMO energy: 0.59 eV
Largest force on an atom: 5.12 eV/Å
Energy above the lowest of the compared OMol25 structures with the same formula, charge and spin: 158.08 kJ/mol
Molar mass: 93.107 Da

No. 7
A molecular structure, CH3NO2S2. Source: OMol25; level of theory: wB97M-V/def2-TZVPD.

CARTESIAN COORDINATES (ANGSTROEM)
1 C 0.2367 1.1018 -0.6268
2 N -2.5641 -1.8697 0.3931
3 O -2.5684 0.6026 0.0800
4 O -0.8744 -0.3253 1.5281
5 S -0.3376 -0.0920 -1.5541
6 S -1.9052 -0.5490 0.6261
7 H -1.9410 -2.6698 0.5955
8 H -0.2429 1.2161 0.3581
9 H 1.0413 1.7312 -1.0549

Forces on atoms 1 to 3 (eV/Å):
-0.01 -0.27 -0.99
0.60 -0.53 -0.19
-0.38 -0.60 0.85

## Properties
Frontier orbital gap: 8.7 eV
LUMO energy: -0.98 eV
Largest force on an atom: 4.31 eV/Å
Energy above the lowest of the compared OMol25 structures with the same formula, charge and spin: 223.84 kJ/mol
Molar mass: 125.174 Da

No. 8
2 unconnected molecules or ions with the total composition CH3NO3. Source: OMol25; level of theory: wB97M-V/def2-TZVPD.

CARTESIAN COORDINATES (ANGSTROEM)
1 C 0.1123 -0.6026 0.0540
2 N -1.2115 -0.8568 -0.3723
3 O -1.2860 -0.7320 -1.6065
4 O -2.0118 -1.2642 0.4567
5 O 1.0593 -0.4109 -0.8227
6 H -0.7522 1.6399 0.5547
7 H 0.4136 -0.8872 0.9767
8 H 0.7499 -0.0248 -1.6455

Forces on atoms 1 to 3 (eV/Å):
-0.92 1.34 -1.84
2.10 -0.33 -0.56
-1.68 -0.09 0.40

## Properties
Frontier orbital gap (spin up / spin down): 8.2 / 9.7 eV
LUMO energy (spin up / spin down): -1.12 / -1.47 eV
Largest force on an atom: 2.94 eV/Å
Energy above the lowest of the compared OMol25 structures with the same formula, charge and spin: 579.64 kJ/mol
Molar mass: 77.039 Da

No. 9
2 unconnected molecules or ions with the total composition CH3NO3. Source: OMol25; level of theory: wB97M-V/def2-TZVPD.

CARTESIAN COORDINATES (ANGSTROEM)
1 O -2.0357 -1.0056 -0.3941
2 N -1.0503 -0.2743 -0.6938
3 C -0.0863 0.0310 0.5655
4 O 0.9325 -0.3951 0.5813
5 O -0.8200 0.7235 1.4190
6 H -0.1515 1.2705 1.9618
7 H 1.4208 0.1036 -1.5472
8 H 1.7906 -0.4534 -1.8925

Forces on atoms 1 to 3 (eV/Å):
4.12 2.93 -0.82
-3.00 -2.44 1.76
-10.25 1.31 -2.04

## Properties
Frontier orbital gap: 8.7 eV
LUMO energy: -0.84 eV
Largest force on an atom: 10.53 eV/Å
Energy above the lowest of the compared OMol25 structures with the same formula, charge and spin: 309.15 kJ/mol
Molar mass: 77.039 Da

No. 10
A single CH3NO3 molecule. Source: OMol25; level of theory: wB97M-V/def2-TZVPD.

CARTESIAN COORDINATES (ANGSTROEM)
1 O -1.6775 0.9132 -0.2989
2 N -0.9506 -0.0090 -0.0905
3 O -1.2770 -1.1991 0.0206
4 C 0.5043 0.3724 0.0033
5 O 1.3548 -0.6947 0.1998
6 H 0.6968 0.8025 -1.1271
7 H 0.5169 1.1565 0.7489
8 H 0.8323 -1.3418 0.5438

Forces on atoms 1 to 3 (eV/Å):
-0.86 0.51 -0.07
0.09 -1.92 0.11
0.64 1.49 0.03

## Properties
Frontier orbital gap: 11.5 eV
LUMO energy: -0.10 eV
Largest force on an atom: 4.49 eV/Å
Energy above the lowest of the compared OMol25 structures with the same formula, charge and spin: 220.58 kJ/mol
Molar mass: 77.039 Da

No. 11
A single CH3NO3 molecule. Source: OMol25; level of theory: wB97M-V/def2-TZVPD.

CARTESIAN COORDINATES (ANGSTROEM)
1 O 0.9065 2.1354 0.5493
2 C 0.5933 1.0665 0.9710
3 N 0.4228 -0.1237 -0.2320
4 O 0.3862 0.5060 -1.4017
5 O -0.6472 -1.0906 -0.1485
6 H 0.7668 0.6327 1.9099
7 H 0.1422 1.4431 -1.2203
8 H -0.8003 -1.3032 -1.0573

Forces on atoms 1 to 3 (eV/Å):
-0.69 -0.56 0.56
0.09 -1.55 -4.59
1.21 0.66 3.75

## Properties
Frontier orbital gap: 9.1 eV
LUMO energy: 0.27 eV
Largest force on an atom: 4.85 eV/Å
Energy above the lowest of the compared OMol25 structures with the same formula, charge and spin: 318.66 kJ/mol
Molar mass: 77.039 Da

No. 12
A gas-phase ion, CH3NO3P (charge -1). Source: OMol25; level of theory: wB97M-V/def2-TZVPD.

CARTESIAN COORDINATES (ANGSTROEM)
1 N 0.6961 0.1599 -1.4698
2 P -0.2511 -0.4132 -0.3454
3 O -0.9361 -1.6965 -0.3568
4 O -1.6815 0.8163 0.2382
5 C 0.9074 -0.3281 1.1777
6 O 0.9591 0.4830 2.0688
7 H 0.0796 0.4353 -2.1549
8 H -1.4921 1.6095 -0.1725
9 H 1.7186 -1.0662 1.0147

Forces on atoms 1 to 3 (eV/Å):
0.71 -0.54 2.55
-0.78 3.01 2.30
-0.82 -1.57 -0.05

## Properties
Frontier orbital gap: 8.9 eV
LUMO energy: 4.22 eV
Largest force on an atom: 4.87 eV/Å
Energy above the lowest of the compared OMol25 structures with the same formula, charge and spin: 195.33 kJ/mol
Charge: -1
Molar mass: 108.013 Da

No. 13
A single CH3NO3S molecule. Source: OMol25; level of theory: wB97M-V/def2-TZVPD.

CARTESIAN COORDINATES (ANGSTROEM)
1 O -0.7082 -0.9138 1.9110
2 N -0.6481 -0.0532 0.9289
3 O -0.9174 1.1358 0.9992
4 C -0.1479 -0.5159 -0.4667
5 O -0.4525 0.3660 -1.4969
6 S 1.7000 -0.4446 0.0267
7 H -0.3651 -1.6189 -0.7762
8 H -0.0532 1.1659 -1.4776
9 H 1.5924 0.8786 0.3516

Forces on atoms 1 to 3 (eV/Å):
0.19 3.24 -4.06
-1.78 -1.86 2.67
0.40 -1.54 0.21

## Properties
Frontier orbital gap: 9.6 eV
LUMO energy: -0.59 eV
Largest force on an atom: 6.23 eV/Å
Energy above the lowest of the compared OMol25 structures with the same formula, charge and spin: 388.79 kJ/mol
Molar mass: 109.106 Da

No. 14
A single CH3NO3S molecule. Source: OMol25; level of theory: wB97M-V/def2-TZVPD.

CARTESIAN COORDINATES (ANGSTROEM)
1 C 0.3473 -0.7333 -1.0761
2 S -0.4102 0.4658 0.1464
3 O -0.4260 1.7623 -0.5079
4 O -1.6504 -0.0141 0.7212
5 N 0.7938 0.5648 1.6963
6 O 0.1118 0.5995 2.6508
7 H -0.5735 -1.0156 -1.6037
8 H 0.9579 -0.0463 -1.6055
9 H 0.8494 -1.5832 -0.4214

Forces on atoms 1 to 3 (eV/Å):
-0.89 -0.73 3.37
-1.12 0.18 -0.56
0.49 -0.62 0.43

## Properties
Frontier orbital gap (spin up / spin down): 8.4 / 8.4 eV
LUMO energy (spin up / spin down): -1.22 / -1.22 eV
Largest force on an atom: 3.56 eV/Å
Energy above the lowest of the compared OMol25 structures with the same formula, charge and spin: 355.56 kJ/mol
Molar mass: 109.106 Da

No. 15
A molecular structure, CH3NO3S2. Source: OMol25; level of theory: wB97M-V/def2-TZVPD.

CARTESIAN COORDINATES (ANGSTROEM)
1 C 0.6347 -2.1522 0.2550
2 N 0.2875 0.6241 -0.3040
3 O -0.2652 1.3264 -3.0858
4 O -1.5503 -0.5624 -2.2865
5 O 0.9135 -0.8942 -2.1265
6 S -0.5559 -0.1064 -3.2435
7 S 0.2796 -1.0004 -0.7789
8 H 0.5669 -1.7430 1.2156
9 H -0.6734 0.9450 -0.4266
10 H 0.8800 1.0651 -1.0332

Forces on atoms 1 to 3 (eV/Å):
0.22 -0.30 -2.58
0.02 -0.51 -0.27
-0.04 -1.55 -0.41

## Properties
Frontier orbital gap: 8.9 eV
LUMO energy: -1.67 eV
Largest force on an atom: 2.61 eV/Å
Energy above the lowest of the compared OMol25 structures with the same formula, charge and spin: 283.12 kJ/mol
Molar mass: 141.173 Da

No. 16
2 unconnected molecules or ions with the total composition CH3NO3S3. Source: OMol25; level of theory: wB97M-V/def2-TZVPD.

CARTESIAN COORDINATES (ANGSTROEM)
1 C 1.6737 0.9247 -0.7852
2 N -1.5850 -1.5421 0.6625
3 O -0.9285 0.9062 0.7679
4 O -1.2167 -0.1496 -1.4245
5 O 0.6296 -0.7656 -0.0025
6 S 1.1125 1.2069 -2.1823
7 S 2.2445 0.8888 0.7420
8 S -0.7844 -0.2691 -0.0540
9 H -1.8651 -1.3082 1.5982
10 H -2.3429 -1.8792 0.0978
11 H 3.0623 1.9874 0.5803

Forces on atoms 1 to 3 (eV/Å):
-1.27 0.00 -1.55
0.22 0.44 -0.33
-0.20 0.02 0.19

## Properties
Frontier orbital gap: 8.7 eV
LUMO energy: -1.13 eV
Largest force on an atom: 2.01 eV/Å
Energy above the lowest of the compared OMol25 structures with the same formula, charge and spin: 134.77 kJ/mol
Molar mass: 173.240 Da

No. 17
2 unconnected molecules or ions with the total composition CH3NO4. Source: OMol25; level of theory: wB97M-V/def2-TZVPD.

CARTESIAN COORDINATES (ANGSTROEM)
1 O 0.2181 -0.2521 3.1576
2 N 0.3072 -0.2605 1.9592
3 O 1.3195 -0.1610 1.2932
4 H -0.7011 -0.1583 1.4065
5 O -1.2769 -0.0004 -0.6903
6 C -0.6087 0.1711 -1.6885
7 O 0.6641 0.2147 -1.8364
8 H -0.9900 0.5031 -2.6198
9 H 1.0677 -0.0566 -0.9815

Forces on atoms 1 to 3 (eV/Å):
0.29 -0.45 0.15
-2.72 1.57 -1.28
-0.20 -0.46 -0.07

## Properties
Frontier orbital gap: 11.4 eV
LUMO energy: 0.06 eV
Largest force on an atom: 3.39 eV/Å
Energy above the lowest of the compared OMol25 structures with the same formula, charge and spin: 80.54 kJ/mol
Molar mass: 93.038 Da

No. 18
A single CH3NO4 molecule. Source: OMol25; level of theory: wB97M-V/def2-TZVPD.

CARTESIAN COORDINATES (ANGSTROEM)
1 N -2.0062 0.1274 0.2308
2 O -0.7400 -0.6078 0.2556
3 C 0.3341 0.1595 -0.0365
4 O 0.3317 1.2124 -0.4882
5 O 1.4719 -0.4391 0.4284
6 O 2.6409 0.1845 0.0144
7 H -2.4039 -0.2217 -0.5994
8 H -2.3633 -0.1280 1.0786
9 H 2.7349 -0.2873 -0.8837

Forces on atoms 1 to 3 (eV/Å):
3.70 1.37 -1.82
0.31 -0.54 0.31
0.07 -1.48 2.00

## Properties
Frontier orbital gap: 11.5 eV
LUMO energy: 0.62 eV
Largest force on an atom: 4.54 eV/Å
Energy above the lowest of the compared OMol25 structures with the same formula, charge and spin: 242.25 kJ/mol
Molar mass: 93.038 Da

No. 19
2 unconnected molecules or ions with the total composition CH3NO4. Source: OMol25; level of theory: wB97M-V/def2-TZVPD.

CARTESIAN COORDINATES (ANGSTROEM)
1 C -0.5241 0.6772 0.6102
2 N 0.0907 1.9466 0.6597
3 O 1.3144 -1.2252 -0.9472
4 O -0.5808 2.9353 0.7234
5 O 1.2365 -2.5271 -1.1696
6 O 0.1994 -2.9380 -1.8208
7 H -0.0595 0.2717 1.5262
8 H -1.5558 0.7270 0.5764
9 H -0.1208 0.1325 -0.1584

Forces on atoms 1 to 3 (eV/Å):
0.60 0.58 2.41
1.97 1.77 -0.48
-0.12 -3.82 -0.77

## Properties
Frontier orbital gap (spin up / spin down): 5.4 / 5.4 eV
LUMO energy (spin up / spin down): -3.53 / -3.53 eV
Largest force on an atom: 3.90 eV/Å
Energy above the lowest of the compared OMol25 structures with the same formula, charge and spin: 820.71 kJ/mol
Molar mass: 93.038 Da

No. 20
A single CH3NOS2 molecule. Source: OMol25; level of theory: wB97M-V/def2-TZVPD.

CARTESIAN COORDINATES (ANGSTROEM)
1 C -0.7895 0.5531 -0.1780
2 N -0.1638 -0.9094 0.0488
3 O 2.2670 -0.8502 -0.5544
4 S 0.6552 1.6850 0.0773
5 S 1.3900 -0.4441 0.4943
6 H -1.0753 0.4433 -1.1964
7 H -1.6328 0.8183 0.4660
8 H -0.6509 -1.2960 0.8423

Forces on atoms 1 to 3 (eV/Å):
1.46 -0.80 0.74
-0.39 2.18 0.71
2.43 -0.90 -1.92

## Properties
Frontier orbital gap (spin up / spin down): 7.4 / 6.4 eV
LUMO energy (spin up / spin down): 0.53 / -2.97 eV
Largest force on an atom: 3.36 eV/Å
Multiplicity: 3
Energy above the lowest of the compared OMol25 structures with the same formula, charge and spin: 146.46 kJ/mol
Molar mass: 109.175 Da